The following is a DFT calculation (ωB97M-V with the def2-TZVPD basis set) of a molecular structure, C36H31AuN7O5.

HOMO (spin up / spin down)   -10.8 / -10.8 eV
Gap between HOMO and LUMO (spin up / spin down)   0.1820 / 0.1914 Ha
Energy   -2285.395396 a.u.
Total charge   +1
Energy relative to the best compared isomer or geometry (same formula, charge and spin)   0.5495 eV

CARTESIAN COORDINATES (ANGSTROEM)
Au (-0.13, -0.02, -0.39)
C (-0.30, -1.10, 3.95)
C (-0.22, -1.05, 2.45)
N (-0.22, 0.07, 1.81)
N (-0.22, 1.27, 2.28)
C (-0.33, 2.26, 1.39)
O (-0.58, 2.07, 0.17)
C (-0.18, 3.64, 1.88)
C (0.00, 4.65, 0.94)
C (0.13, 5.96, 1.35)
C (0.07, 6.27, 2.70)
C (-0.08, 5.26, 3.64)
C (-0.21, 3.94, 3.24)
C (-0.15, -2.26, 1.65)
C (0.06, -3.53, 2.20)
C (0.09, -4.63, 1.37)
C (-0.07, -4.46, 0.01)
C (-0.24, -3.18, -0.48)
N (-0.30, -2.12, 0.32)
H (-0.40, -0.09, 4.33)
H (0.60, -1.55, 4.37)
H (-1.16, -1.69, 4.27)
H (0.05, 4.38, -0.11)
H (0.26, 6.75, 0.62)
H (0.16, 7.29, 3.02)
H (-0.11, 5.50, 4.69)
H (-0.34, 3.15, 3.96)
H (0.19, -3.64, 3.26)
H (0.26, -5.62, 1.78)
H (-0.07, -5.30, -0.67)
H (-0.35, -2.98, -1.53)
O (5.37, 1.96, -3.87)
C (4.69, 1.44, -4.98)
N (3.31, 1.26, -4.59)
C (2.51, 0.36, -5.21)
O (2.84, -0.28, -6.18)
C (1.15, 0.20, -4.58)
C (0.03, -0.03, -5.37)
C (-1.19, -0.22, -4.75)
C (-1.25, -0.21, -3.36)
N (-0.16, -0.03, -2.61)
C (1.01, 0.18, -3.20)
H (6.11, 2.49, -4.17)
H (5.09, 0.46, -5.27)
H (4.75, 2.11, -5.85)
H (3.00, 1.81, -3.81)
H (0.13, -0.05, -6.44)
H (-2.09, -0.39, -5.32)
H (-2.18, -0.36, -2.83)
H (1.85, 0.31, -2.55)
O (2.34, 2.06, -0.65)
C (2.82, 1.01, -0.31)
N (4.13, 0.74, -0.04)
C (4.36, -0.67, 0.11)
C (2.87, -1.21, 0.13)
O (2.57, -2.36, 0.32)
N (2.11, -0.17, -0.14)
C (5.05, -1.27, -1.11)
C (4.91, -2.62, -1.43)
C (5.59, -3.16, -2.51)
C (6.42, -2.36, -3.28)
C (6.55, -1.02, -2.97)
C (5.86, -0.47, -1.91)
C (5.06, -1.03, 1.40)
C (5.87, -0.09, 2.04)
C (6.59, -0.45, 3.16)
C (6.50, -1.73, 3.68)
C (5.67, -2.66, 3.07)
C (4.96, -2.31, 1.93)
H (4.85, 1.41, -0.21)
H (4.25, -3.25, -0.86)
H (5.46, -4.20, -2.76)
H (6.95, -2.78, -4.12)
H (7.20, -0.39, -3.56)
H (5.98, 0.58, -1.72)
H (5.94, 0.92, 1.67)
H (7.23, 0.28, 3.64)
H (7.06, -2.00, 4.56)
H (5.57, -3.65, 3.48)
H (4.29, -3.03, 1.49)

The following is a DFT calculation (ωB97M-V with the def2-TZVPD basis set) of a molecular structure, C36H31BBrNO4S4Tc.

HOMO (spin up / spin down)   -6.7 / -7.8 eV
Expectation value of S²   3.78
Multiplicity   4
Gap between HOMO and LUMO (spin up / spin down)   0.2389 / 0.2410 Ha
Energy   -6018.689720 a.u.
Energy relative to the best compared isomer or geometry (same formula, charge and spin)   0.9053 eV

CARTESIAN COORDINATES (ANGSTROEM)
Tc (-0.33, 1.59, 0.09)
S (-2.45, 2.45, 1.29)
C (-3.63, 2.44, -0.01)
C (-4.93, 2.88, 0.29)
C (-5.97, 2.74, -0.59)
C (-5.74, 2.17, -1.84)
C (-4.46, 1.77, -2.18)
C (-3.41, 1.90, -1.28)
S (-1.79, 1.40, -1.79)
C (-1.25, 2.85, -2.79)
C (0.19, 3.19, -2.58)
C (0.88, 3.96, -3.51)
C (2.20, 4.33, -3.25)
C (2.77, 3.92, -2.03)
C (2.05, 3.11, -1.16)
C (2.65, 2.55, 0.09)
S (1.41, 2.46, 1.41)
C (1.24, 4.23, 1.73)
C (2.27, 4.76, 2.50)
C (2.32, 6.09, 2.83)
C (1.31, 6.94, 2.37)
C (0.32, 6.42, 1.56)
C (0.21, 5.05, 1.23)
S (-1.15, 4.55, 0.22)
N (0.76, 2.71, -1.43)
H (-5.09, 3.32, 1.28)
H (-6.96, 3.04, -0.31)
H (-6.56, 2.03, -2.55)
H (-4.27, 1.25, -3.12)
H (-1.84, 3.70, -2.44)
H (-1.45, 2.66, -3.86)
H (0.39, 4.29, -4.42)
H (2.78, 4.88, -3.99)
H (3.80, 4.23, -1.78)
H (3.53, 3.12, 0.40)
H (2.94, 1.53, -0.09)
H (3.00, 4.06, 2.92)
H (3.15, 6.42, 3.46)
H (1.32, 8.01, 2.58)
H (-0.49, 7.04, 1.22)
C (-0.45, -6.01, -2.94)
C (0.72, -6.01, -1.93)
C (0.29, -7.00, -0.82)
C (1.94, -6.58, -2.64)
C (1.01, -4.62, -1.35)
C (2.06, -4.47, -0.42)
C (2.43, -3.23, 0.10)
C (1.70, -2.13, -0.30)
O (1.79, -0.81, 0.11)
B (0.70, -0.18, -0.50)
O (0.07, -1.05, -1.40)
C (0.67, -2.29, -1.21)
C (0.32, -3.50, -1.77)
H (-0.58, -7.03, -3.31)
H (-0.26, -5.36, -3.79)
H (-1.36, -5.70, -2.46)
H (0.09, -7.98, -1.25)
H (-0.61, -6.65, -0.34)
H (1.03, -7.10, -0.02)
H (1.72, -7.59, -3.03)
H (2.78, -6.67, -1.97)
H (2.19, -5.93, -3.48)
H (2.60, -5.35, -0.10)
H (3.21, -3.14, 0.87)
H (-0.47, -3.55, -2.52)
Br (0.42, -5.05, 5.87)
C (0.04, -3.42, 4.94)
C (-0.35, -3.48, 3.60)
C (-0.62, -2.31, 2.92)
C (-0.42, -1.09, 3.56)
C (0.02, -1.04, 4.88)
C (0.25, -2.21, 5.59)
C (-0.62, 0.21, 2.78)
O (-0.68, 1.27, 3.40)
O (-0.70, 0.08, 1.49)
H (-0.40, -4.44, 3.10)
H (-0.95, -2.34, 1.90)
H (0.11, -0.06, 5.35)
H (0.58, -2.23, 6.62)

The following is a DFT calculation (ωB97M-V with the def2-TZVPD basis set) of a molecular structure, C36H31N11O5Ti.

HOMO (spin up / spin down)   -6.0 / -6.0 eV
Gap between HOMO and LUMO (spin up / spin down)   0.2069 / 0.2048 Ha
Energy   -3218.560509 a.u.
Energy relative to the best compared isomer or geometry (same formula, charge and spin)   0.5047 eV

CARTESIAN COORDINATES (ANGSTROEM)
Ti (-0.23, 1.31, 0.42)
O (-3.53, 2.49, 0.70)
C (-2.65, 1.92, 1.29)
O (-2.02, 0.82, 0.86)
C (-2.14, 2.43, 2.66)
C (-1.27, 1.37, 3.32)
C (-0.86, 1.76, 4.74)
C (0.20, 2.86, 4.49)
C (0.20, 2.95, 2.97)
O (-0.01, 1.54, 2.57)
C (-1.11, 3.62, 2.49)
C (-0.95, 4.11, 1.05)
O (-1.10, 5.26, 0.75)
O (-0.62, 3.13, 0.21)
H (-3.00, 2.72, 3.25)
H (-1.64, 0.36, 3.22)
H (-1.72, 2.10, 5.31)
H (-0.43, 0.90, 5.25)
H (-0.05, 3.82, 4.94)
H (1.18, 2.56, 4.85)
H (1.11, 3.31, 2.52)
H (-1.35, 4.49, 3.09)
C (0.29, -2.86, 1.24)
C (-0.19, -1.60, 1.34)
N (0.36, -0.55, 0.63)
C (1.44, -0.89, -0.17)
C (1.88, -2.22, -0.24)
N (1.33, -3.21, 0.43)
C (2.03, 0.20, -0.86)
C (2.96, 0.03, -1.88)
C (3.47, 1.09, -2.57)
C (3.04, 2.37, -2.14)
C (2.17, 2.54, -1.11)
N (1.58, 1.46, -0.44)
C (1.99, 3.96, -0.66)
C (1.79, 4.97, -1.60)
N (1.76, 6.26, -1.26)
C (1.88, 6.54, 0.03)
C (2.00, 5.53, 0.97)
N (2.06, 4.24, 0.63)
C (4.44, 0.92, -3.66)
C (4.57, 1.86, -4.68)
C (5.51, 1.66, -5.68)
N (6.32, 0.61, -5.74)
C (6.19, -0.30, -4.77)
C (5.29, -0.19, -3.73)
H (-0.17, -3.65, 1.82)
H (-1.05, -1.38, 1.95)
H (2.72, -2.47, -0.87)
H (3.23, -0.98, -2.17)
H (3.48, 3.25, -2.58)
H (1.64, 4.74, -2.65)
H (1.86, 7.58, 0.32)
H (2.06, 5.75, 2.03)
H (3.93, 2.73, -4.71)
H (5.62, 2.40, -6.47)
H (6.86, -1.16, -4.82)
H (5.26, -0.95, -2.96)
N (-0.86, -0.08, -2.23)
N (-1.03, 1.21, -1.62)
H (-1.23, -0.06, -3.17)
H (-1.44, -0.74, -1.70)
H (-2.01, 1.47, -1.53)
H (-0.59, 1.89, -2.21)
N (-3.81, -10.59, 1.06)
C (-3.73, -9.45, 0.95)
C (-3.63, -8.02, 0.80)
C (-2.39, -7.41, 0.64)
C (-2.30, -6.04, 0.47)
C (-3.46, -5.27, 0.44)
C (-4.70, -5.87, 0.62)
C (-4.79, -7.24, 0.80)
N (-3.37, -3.87, 0.21)
C (-4.19, -2.88, 0.72)
C (-3.77, -1.72, 0.14)
N (-2.72, -1.98, -0.73)
C (-2.52, -3.27, -0.67)
H (-1.49, -8.02, 0.66)
H (-1.34, -5.56, 0.36)
H (-5.60, -5.26, 0.59)
H (-5.75, -7.71, 0.93)
H (-4.95, -3.08, 1.46)
H (-4.13, -0.72, 0.29)
H (-1.77, -3.82, -1.22)

The following is a DFT calculation (ωB97M-V with the def2-TZVPD basis set) of a molecular structure, C36H32BBiN7O4S4.

HOMO   -10.6 eV
Gap between HOMO and LUMO   0.2826 Ha
Energy   -3907.428030 a.u.
Total charge   +1
Energy relative to the best compared isomer or geometry (same formula, charge and spin)   0.0141 eV

CARTESIAN COORDINATES (ANGSTROEM)
Bi (-0.03, -0.04, -0.12)
N (-1.24, -2.32, 4.12)
C (-1.52, -2.58, 2.83)
N (-0.51, -2.23, 2.08)
C (0.38, -1.74, 2.98)
N (-0.02, -1.79, 4.23)
C (1.70, -1.17, 2.65)
C (2.71, -1.22, 3.62)
N (3.89, -0.67, 3.43)
C (4.10, -0.05, 2.27)
C (3.12, 0.01, 1.31)
N (1.92, -0.55, 1.49)
H (-1.80, -2.46, 4.94)
H (-2.45, -3.02, 2.50)
H (2.52, -1.72, 4.56)
H (5.07, 0.41, 2.12)
H (3.28, 0.52, 0.36)
O (-0.97, 0.52, 1.63)
C (-1.59, 1.69, 2.16)
C (-2.41, 2.45, 1.12)
C (-2.03, 3.53, 0.37)
C (-3.05, 4.02, -0.48)
C (-4.21, 3.31, -0.35)
S (-4.07, 2.09, 0.83)
C (-0.55, 2.60, 2.79)
C (-0.67, 3.89, 3.20)
C (0.48, 4.36, 3.90)
C (1.44, 3.41, 4.02)
S (0.96, 1.94, 3.28)
C (-2.52, 1.13, 3.25)
C (-3.28, 0.00, 3.16)
C (-4.07, -0.24, 4.32)
C (-3.87, 0.71, 5.28)
S (-2.74, 1.89, 4.78)
H (-1.03, 3.95, 0.41)
H (-2.94, 4.86, -1.15)
H (-5.15, 3.46, -0.86)
H (-1.55, 4.50, 3.03)
H (0.57, 5.36, 4.30)
H (2.42, 3.48, 4.48)
H (-3.27, -0.63, 2.28)
H (-4.75, -1.07, 4.43)
H (-4.33, 0.78, 6.25)
O (0.90, 3.22, -1.00)
B (1.10, 1.86, -0.97)
O (2.20, 1.51, -1.74)
C (2.71, 2.70, -2.23)
C (3.82, 2.91, -3.01)
C (4.10, 4.24, -3.34)
C (3.29, 5.28, -2.90)
C (2.17, 5.05, -2.11)
C (1.91, 3.74, -1.79)
H (4.44, 2.09, -3.35)
H (4.97, 4.46, -3.95)
H (3.54, 6.30, -3.18)
H (1.54, 5.86, -1.75)
C (-1.13, -4.28, -5.73)
C (-1.31, -3.44, -4.47)
C (-1.84, -2.05, -4.81)
N (-2.16, -1.28, -3.61)
C (-1.63, -0.19, -3.12)
S (-2.30, 0.55, -1.73)
N (-0.60, 0.43, -3.81)
C (0.61, -0.17, -4.21)
O (0.87, -1.30, -3.88)
C (1.49, 0.67, -5.05)
C (1.10, 1.90, -5.58)
C (1.97, 2.61, -6.40)
C (3.21, 2.09, -6.71)
C (3.61, 0.86, -6.19)
C (2.75, 0.15, -5.36)
H (-0.75, -5.27, -5.48)
H (-0.42, -3.81, -6.41)
H (-2.08, -4.41, -6.26)
H (-0.36, -3.34, -3.95)
H (-2.02, -3.93, -3.80)
H (-2.75, -2.14, -5.40)
H (-1.11, -1.50, -5.40)
H (-2.90, -1.66, -3.03)
H (-0.57, 1.43, -3.65)
H (0.12, 2.31, -5.39)
H (1.66, 3.56, -6.81)
H (3.88, 2.64, -7.36)
H (4.58, 0.45, -6.44)
H (3.03, -0.81, -4.95)

The following is a DFT calculation (ωB97M-V with the def2-TZVPD basis set) of a molecular structure, C36H32BrCl3IN10O2PPbS.

HOMO   -6.7 eV
Gap between HOMO and LUMO   0.2476 Ha
Energy   -7273.838521 a.u.

CARTESIAN COORDINATES (ANGSTROEM)
Pb (0.12, -0.13, -0.72)
C (0.59, 5.82, -0.76)
N (1.10, 4.49, -1.06)
C (1.82, 4.14, -2.18)
C (2.01, 2.79, -2.09)
N (1.42, 2.31, -0.95)
C (0.88, 3.35, -0.34)
P (-0.04, 3.34, 1.25)
C (-1.53, 2.47, 0.65)
N (-1.67, 1.55, -0.28)
C (-3.01, 1.43, -0.54)
C (-3.70, 2.29, 0.25)
N (-2.76, 2.95, 1.00)
C (-3.05, 3.92, 2.06)
C (1.05, 2.27, 2.25)
N (1.96, 1.39, 1.88)
C (2.58, 0.99, 3.02)
C (2.05, 1.64, 4.10)
N (1.08, 2.46, 3.60)
C (0.20, 3.30, 4.39)
H (1.05, 6.53, -1.44)
H (-0.49, 5.86, -0.88)
H (0.84, 6.10, 0.26)
H (2.11, 4.86, -2.92)
H (2.52, 2.14, -2.79)
H (-3.39, 0.71, -1.25)
H (-4.75, 2.48, 0.37)
H (-4.12, 3.99, 2.17)
H (-2.62, 3.57, 3.00)
H (-2.64, 4.89, 1.81)
H (3.36, 0.24, 3.01)
H (2.26, 1.58, 5.16)
H (0.34, 3.07, 5.44)
H (0.41, 4.36, 4.23)
H (-0.84, 3.09, 4.13)
Cl (-1.24, -1.65, 7.85)
C (-1.23, -0.79, 6.33)
C (-0.53, -1.29, 5.24)
C (-0.52, -0.60, 4.05)
Cl (0.33, -1.32, 2.69)
C (-1.17, 0.66, 3.84)
O (-1.11, 1.33, 2.76)
C (-1.91, 1.08, 4.99)
Cl (-2.83, 2.56, 4.84)
C (-1.94, 0.40, 6.20)
H (0.01, -2.23, 5.33)
H (-2.51, 0.80, 7.03)
N (-3.17, -3.88, 0.38)
C (-3.87, -3.08, 1.27)
C (-4.89, -3.36, 2.18)
C (-5.35, -2.29, 2.92)
C (-4.81, -1.00, 2.77)
C (-3.80, -0.74, 1.87)
C (-3.33, -1.80, 1.10)
N (-2.34, -1.83, 0.12)
C (-2.27, -3.08, -0.25)
C (-1.33, -3.58, -1.25)
C (-1.31, -4.83, -1.78)
S (-0.03, -4.96, -2.91)
C (0.40, -3.33, -2.59)
N (-0.34, -2.74, -1.71)
H (-3.25, -4.88, 0.29)
H (-5.29, -4.36, 2.29)
H (-6.14, -2.46, 3.65)
H (-5.19, -0.20, 3.40)
H (-3.35, 0.24, 1.79)
H (-1.98, -5.65, -1.60)
H (1.25, -2.87, -3.08)
N (3.95, 0.26, -0.33)
C (3.75, -0.90, -0.99)
O (2.64, -1.32, -1.31)
C (4.99, -1.69, -1.34)
I (5.35, -3.10, 0.23)
H (3.16, 0.76, 0.09)
H (4.87, 0.50, -0.02)
H (5.88, -1.08, -1.41)
H (4.83, -2.26, -2.24)
Br (0.07, 1.63, -7.56)
C (0.00, 1.08, -5.74)
C (-1.05, 1.50, -4.94)
C (-1.07, 1.11, -3.60)
C (-0.08, 0.31, -3.03)
C (0.95, -0.10, -3.89)
C (1.00, 0.27, -5.23)
H (-1.83, 2.12, -5.35)
H (-1.89, 1.48, -2.98)
H (1.77, -0.71, -3.51)
H (1.82, -0.05, -5.87)

The following is a DFT calculation (ωB97M-V with the def2-TZVPD basis set) of a molecular structure, C36H32CdN6O2P2S.

HOMO   -12.8 eV
Gap between HOMO and LUMO   0.2817 Ha
Energy   -3118.361359 a.u.
Total charge   +2

CARTESIAN COORDINATES (ANGSTROEM)
Cd (-0.29, -0.53, 0.89)
S (-6.53, -3.38, 4.59)
N (-5.53, -2.19, 5.01)
C (-4.64, -2.04, 4.02)
C (-3.56, -1.08, 3.99)
C (-3.31, -0.16, 5.01)
C (-2.24, 0.71, 4.88)
C (-1.46, 0.64, 3.73)
N (-1.69, -0.23, 2.76)
C (-2.72, -1.08, 2.87)
C (-2.93, -2.01, 1.75)
N (-2.10, -1.94, 0.70)
C (-2.29, -2.75, -0.33)
C (-3.33, -3.68, -0.38)
C (-4.18, -3.78, 0.70)
C (-3.99, -2.93, 1.79)
C (-4.85, -2.93, 2.96)
N (-5.89, -3.75, 3.15)
H (-3.95, -0.14, 5.88)
H (-2.02, 1.44, 5.64)
H (-0.60, 1.29, 3.59)
H (-1.60, -2.64, -1.15)
H (-3.45, -4.31, -1.25)
H (-5.00, -4.48, 0.72)
C (-1.86, 6.05, -1.19)
C (-1.61, 5.58, 0.09)
C (-1.14, 4.29, 0.27)
C (-0.89, 3.47, -0.83)
C (-1.15, 3.94, -2.11)
C (-1.64, 5.23, -2.29)
P (-0.23, 1.81, -0.48)
C (-0.19, 1.00, -2.12)
C (-1.18, 0.05, -2.39)
C (-1.23, -0.60, -3.61)
C (-0.29, -0.31, -4.58)
C (0.69, 0.65, -4.34)
C (0.73, 1.30, -3.12)
C (1.54, 2.12, -0.13)
C (2.15, 3.21, -0.70)
C (3.51, 3.50, -0.46)
C (4.23, 2.72, 0.40)
C (3.63, 1.61, 1.04)
C (4.37, 0.84, 1.97)
C (3.80, -0.22, 2.61)
C (2.46, -0.58, 2.31)
C (1.70, 0.11, 1.40)
C (2.27, 1.27, 0.77)
H (-2.24, 7.05, -1.34)
H (-1.80, 6.21, 0.94)
H (-0.96, 3.92, 1.28)
H (-0.99, 3.31, -2.97)
H (-1.84, 5.59, -3.28)
H (-1.94, -0.16, -1.63)
H (-2.01, -1.31, -3.81)
H (-0.32, -0.81, -5.54)
H (1.40, 0.90, -5.11)
H (1.46, 2.08, -2.96)
H (1.59, 3.87, -1.34)
H (3.96, 4.36, -0.93)
H (5.26, 2.95, 0.62)
H (5.40, 1.12, 2.18)
H (4.36, -0.79, 3.34)
H (2.05, -1.44, 2.82)
N (1.94, -4.84, -2.18)
C (2.74, -4.06, -1.19)
P (2.09, -2.34, -1.48)
O (2.18, -2.19, -2.97)
O (0.81, -2.21, -0.75)
C (3.39, -1.20, -0.83)
N (3.24, 0.03, -1.65)
H (2.20, -5.83, -2.22)
H (2.06, -4.39, -3.10)
H (0.94, -4.76, -1.94)
H (3.78, -4.17, -1.47)
H (2.56, -4.45, -0.19)
H (4.38, -1.60, -1.01)
H (3.28, -0.93, 0.23)
H (4.10, 0.58, -1.70)
H (2.50, 0.64, -1.24)
H (2.94, -0.26, -2.60)

- What is the formula in the fifth record?
  C36H32BrCl3IN10O2PPbS

- energy of number 4 (C36H32BBiN7O4S4)?
  -3907.428030 a.u.